{"formula": "C12H54O21", "method": "ωB97M-V/def2-TZVPD", "species": ["O", "H", "H", "O", "H", "H", "O", "H", "H", "O", "H", "H", "O", "H", "H", "O", "H", "H", "O", "H", "H", "O", "H", "H", "O", "H", "H", "C", "C", "O", "O", "H", "H", "H", "H", "H", "H", "C", "C", "O", "O", "H", "H", "H", "H", "H", "H", "C", "C", "O", "O", "H", "H", "H", "H", "H", "H", "C", "C", "O", "O", "H", "H", "H", "H", "H", "H", "C", "C", "O", "O", "H", "H", "H", "H", "H", "H", "C", "C", "O", "O", "H", "H", "H", "H", "H", "H"], "coordinates": [[0.9180, 30.2086, 32.9659], [0.9295, 29.2412, 32.9695], [0.6133, 30.4494, 33.8461], [5.6988, 25.8557, 31.2893], [6.4113, 26.3548, 31.7032], [5.5785, 26.3018, 30.4399], [5.5714, 26.4471, 27.6767], [5.3376, 25.6253, 28.1392], [6.2048, 26.1744, 27.0060], [5.0679, 29.3252, 27.5111], [5.0697, 29.5236, 26.5697], [5.0360, 28.3520, 27.5450], [5.7083, 28.9534, 30.7947], [4.9583, 28.4575, 30.4280], [6.2199, 29.2272, 30.0267], [1.5288, 32.2139, 29.8637], [2.0667, 31.4139, 29.6797], [2.0804, 32.7477, 30.4433], [-0.7693, 31.1931, 30.9900], [0.0140, 31.7058, 30.7000], [-0.4238, 30.6499, 31.7178], [1.8263, 24.6820, 31.8878], [1.3265, 24.7320, 31.0513], [1.3953, 23.9724, 32.3730], [2.2293, 26.8551, 33.6906], [2.4171, 26.1360, 33.0713], [1.2620, 26.8706, 33.6892], [2.0817, 28.9550, 29.4721], [2.4370, 27.9508, 30.5395], [3.5508, 27.1552, 30.0786], [3.0637, 29.9979, 29.3516], [1.0721, 29.3507, 29.5860], [2.1072, 28.4129, 28.5139], [1.5700, 27.2880, 30.6393], [2.6628, 28.3954, 31.5097], [3.5976, 26.3643, 30.6301], [3.7390, 29.6719, 28.7329], [-2.4419, 28.5560, 28.0043], [-2.3962, 30.0686, 28.1064], [-1.1312, 30.5839, 28.3385], [-1.7566, 28.0989, 26.8384], [-3.4771, 28.2063, 28.0736], [-1.8936, 28.1384, 28.8538], [-3.1483, 30.4192, 28.8343], [-2.7661, 30.4740, 27.1518], [-0.9655, 30.7997, 29.2806], [-2.4290, 27.7956, 26.2229], [1.6712, 25.8025, 27.9256], [0.3951, 26.2093, 28.6089], [0.2457, 25.5619, 29.8842], [1.8355, 24.4016, 27.8826], [2.5152, 26.3118, 28.4104], [1.6225, 26.2220, 26.9150], [-0.4759, 25.9296, 27.9943], [0.2828, 27.3009, 28.6461], [-0.6903, 25.6132, 30.1400], [2.6268, 24.1748, 28.3787], [-1.6541, 26.8866, 32.7653], [-2.6095, 27.1835, 31.6453], [-2.2879, 26.3613, 30.5297], [-0.3110, 27.2744, 32.4778], [-1.6945, 25.8202, 33.0301], [-1.9452, 27.3775, 33.6954], [-2.6770, 28.2518, 31.4307], [-3.5907, 26.8706, 32.0318], [-3.0788, 26.0180, 30.1087], [-0.0497, 26.8188, 31.6616], [3.3135, 34.5012, 27.5212], [3.8466, 33.4350, 26.6022], [4.3202, 32.3043, 27.3351], [4.3270, 35.4653, 27.8058], [2.8722, 34.0473, 28.4088], [2.5018, 35.0062, 26.9802], [4.5960, 33.8296, 25.9102], [3.0000, 33.1057, 25.9824], [4.1591, 31.5008, 26.8396], [4.1983, 35.8090, 28.6928], [5.9508, 21.9059, 28.2232], [6.3276, 23.1028, 29.0727], [5.2253, 23.9966, 29.2547], [4.9949, 21.0774, 28.8750], [6.8649, 21.3336, 28.0477], [5.4592, 22.2332, 27.3097], [7.1914, 23.6444, 28.6626], [6.6396, 22.7464, 30.0635], [5.3718, 24.3946, 30.1289], [5.4182, 20.6534, 29.6276]], "lowdin_charge": [-0.037, 0.021, 0.062, -0.039, 0.071, 0.016, -0.045, 0.013, 0.056, -0.039, 0.060, 0.022, -0.050, -0.014, 0.035, -0.050, 0.021, 0.061, -0.087, 0.007, 0.005, -0.051, 0.018, 0.059, -0.071, -0.007, 0.003, -0.186, -0.187, -0.108, -0.080, 0.115, 0.118, 0.086, 0.125, 0.075, 0.040, -0.248, -0.281, -0.066, -0.062, 0.118, 0.087, 0.122, 0.119, 0.030, 0.082, -0.243, -0.207, -0.116, -0.032, 0.091, 0.131, 0.125, 0.100, 0.057, 0.071, -0.214, -0.208, -0.078, -0.082, 0.129, 0.129, 0.128, 0.130, 0.111, 0.053, -0.238, -0.235, -0.062, -0.065, 0.105, 0.116, 0.119, 0.119, 0.050, 0.078, -0.238, -0.227, -0.098, -0.061, 0.119, 0.124, 0.121, 0.127, 0.047, 0.084], "homo_ev": -9.32, "gap_ha": 0.3467, "max_force_ev_per_a": 1.66, "multiplicity": 1, "total_charge": 0}


{"formula": "C2H4OS", "method": "ωB97M-V/def2-TZVPD", "species": ["C", "C", "O", "S", "H", "H", "H", "H"], "coordinates": [[-0.0984, -1.0885, -0.5506], [-0.1902, 0.2505, 0.1138], [-1.1558, -1.9053, -0.4665], [-1.1315, -3.3077, -1.3517], [0.7087, -1.3810, -1.1124], [0.8379, 0.5058, 0.4201], [-0.6946, 0.0199, 1.0557], [-0.5458, 1.1106, -0.5784]], "lowdin_charge": [-0.218, -0.053, -0.601, 0.512, 0.073, 0.078, 0.086, 0.124], "homo_ev": [-8.42, -7.93], "gap_ha": [0.2943, 0.2489], "max_force_ev_per_a": 4.71, "multiplicity": 1, "total_charge": 0}


{"formula": "C3H4S2", "method": "ωB97M-V/def2-TZVPD", "species": ["C", "C", "C", "S", "S", "H", "H", "H", "H"], "coordinates": [[0.9598, -0.4340, 0.3331], [-0.3452, 0.5289, 0.2554], [-1.1674, 0.6789, -0.9933], [2.1956, -0.4697, 1.7352], [-2.0910, -0.2838, 0.1546], [0.4893, -1.4847, 0.2465], [1.3468, -0.1401, -0.6897], [-0.3857, 1.3457, 0.9362], [-1.0023, 0.2587, -1.9781]], "lowdin_charge": [-0.622, -0.553, -0.413, 0.570, 0.764, 0.076, 0.077, 0.062, 0.038], "homo_ev": [-9.52, -8.20], "gap_ha": [0.3293, 0.2150], "max_force_ev_per_a": 2.33, "multiplicity": 1, "total_charge": 0}


{"formula": "C5H13N3", "method": "ωB97M-V/def2-TZVPD", "species": ["H", "N", "C", "C", "N", "H", "H", "H", "C", "C", "C", "N", "H", "H", "H", "H", "H", "H", "H", "H", "H"], "coordinates": [[-0.1956, -0.1122, 3.5473], [-0.5795, 0.3086, 2.7045], [-1.0141, -0.5613, 1.8296], [-2.0827, -0.1335, 0.9060], [-2.5258, -0.9279, 0.0305], [-3.1772, -0.4994, -0.6256], [-0.9355, -1.6491, 1.9190], [-2.3857, 0.9126, 1.0290], [1.8663, -0.4233, -1.7055], [0.6088, -0.0448, -0.9164], [0.3699, 1.4607, -0.9628], [0.6849, -0.4914, 0.4762], [2.7468, 0.0576, -1.2775], [1.7720, -0.1037, -2.7422], [2.0229, -1.5023, -1.6994], [-0.2603, -0.5584, -1.3457], [-0.4792, 1.7290, -0.3390], [1.2443, 1.9941, -0.5895], [0.1724, 1.7817, -1.9837], [1.0736, -1.4282, 0.5434], [1.0738, 0.1912, 1.2018]], "lowdin_charge": [0.028, 0.020, -0.329, -0.266, 0.101, 0.052, 0.112, 0.111, -0.077, -0.490, -0.062, 0.016, 0.077, 0.074, 0.071, 0.119, 0.060, 0.082, 0.079, 0.099, 0.123], "homo_ev": -8.58, "gap_ha": 0.3493, "max_force_ev_per_a": 2.46, "multiplicity": 1, "total_charge": 0}


The evaluated molecular weight for the records listed, in turn: 534.543 76.120 104.199 115.180 g/mol.
The evaluated ΔE to the lowest compared entry with this formula, charge and spin for the records listed, in turn: 23.42 298.35 373.66 193.98 kJ/mol.
The evaluated total energy for the records listed, in turn: -2069.57299 -551.91505 -912.91816 -362.50839 Ha.